# 1
25
Properties=species:S:1:pos:R:3:forces:R:3 method="wB97M-V/def2-TZVPD" total_energy_ev=-10488.1546 total_charge=0 spin_multiplicity=1 e_homo_ev=-7.973 largest_force_ev_per_a=8.6 de_lowest_kcal_mol=256.0 lumo_ha=-0.0374
C 1.474 1.420 1.250 -1.4 -2.0 3.5
C 1.305 0.384 0.142 -0.8 2.1 -0.8
C 2.705 0.479 -0.747 -8.2 0.1 -2.5
C 0.518 -0.901 0.497 -0.8 -4.1 0.3
C -0.658 -0.573 -0.534 1.2 2.1 3.1
C -0.896 -1.323 -1.776 -3.9 -0.4 -1.5
C -2.036 -0.384 0.080 -1.8 -0.8 -0.4
H 0.555 0.675 2.142 2.8 3.5 -1.8
H 2.545 1.335 1.702 -2.0 0.4 -0.6
H 1.163 2.540 1.046 0.5 -2.5 0.3
H 2.810 1.524 -0.916 -0.1 1.0 -0.5
H 3.505 0.198 -0.256 3.9 -2.4 2.1
H 2.270 -0.020 -1.672 1.9 0.4 0.7
H 0.928 -2.012 0.171 -0.4 2.6 1.7
H 0.008 -0.738 1.596 1.6 -1.1 -2.5
H -1.252 -2.367 -1.632 0.8 0.4 0.2
H -0.101 -1.262 -2.444 1.4 -0.1 -1.2
H -1.887 -0.898 -2.350 2.5 -0.6 1.2
H -2.170 -1.545 0.261 -1.6 2.4 -0.3
H -2.670 0.213 -0.699 0.7 -2.0 0.7
H -2.192 -0.731 2.588 -0.5 3.3 -2.8
H -3.144 1.325 1.252 3.2 -4.2 0.0
H -0.587 1.454 -0.333 0.4 0.7 0.5
N -2.205 0.512 1.225 -1.3 -0.2 3.3
N 0.010 0.694 -0.591 1.8 1.5 -2.9

=====

# 2
20
Properties=species:S:1:pos:R:3:forces:R:3 method="wB97M-V/def2-TZVPD" total_energy_ev=-33845.6913 total_charge=0 spin_multiplicity=1 e_homo_ev=-9.105 largest_force_ev_per_a=3.6 de_lowest_kcal_mol=12.2 lumo_ha=0.0249
C -1.559 -0.316 -0.894 -0.2 0.3 -2.3
C -0.361 0.552 1.283 0.8 2.1 0.0
C 0.920 0.195 0.683 1.3 -0.4 -0.9
C 1.881 1.100 0.125 -2.9 -0.3 2.0
C 2.991 0.629 -0.446 2.1 -0.6 -0.7
C 3.272 -0.773 -0.513 -1.8 2.4 0.8
C 2.340 -1.621 0.014 0.1 0.3 0.3
C 1.159 -1.150 0.589 -1.1 -1.2 -0.7
H -2.160 -0.044 -1.818 0.9 -0.2 1.1
H -0.549 -0.672 -1.194 -0.7 0.4 0.2
H -0.887 -0.276 1.660 -0.4 -1.0 1.1
H -0.197 1.370 1.986 -0.4 -0.2 0.4
H 1.660 2.150 0.232 0.2 0.2 -0.2
H 3.673 1.430 -0.737 0.3 -0.7 -0.4
H 4.131 -1.136 -0.963 1.6 -0.6 -0.7
H 2.595 -2.641 0.077 -0.1 -1.3 -0.3
H 0.272 -1.850 0.739 1.6 0.7 0.4
O -0.880 2.354 -0.627 -0.5 -1.7 0.5
S -1.514 1.198 0.123 -0.8 1.7 -0.9
Cl -2.419 -1.649 -0.116 0.0 0.1 0.3

=====

# 3
43
Properties=species:S:1:pos:R:3:forces:R:3 method="wB97M-V/def2-TZVPD" total_energy_ev=-28896.5683 total_charge=0 spin_multiplicity=1 e_homo_ev=-9.334 largest_force_ev_per_a=2.4 de_lowest_kcal_mol=13.2 lumo_ha=0.0186
H -1.754 -0.876 2.195 0.2 0.6 -0.1
N -1.722 -1.182 1.225 1.1 -1.8 -0.3
C -0.686 -1.966 1.072 -1.1 0.0 0.3
N 0.400 -2.111 1.996 -0.4 0.4 -1.5
N -0.527 -2.859 -0.004 0.9 0.5 1.6
C -1.559 -3.157 -0.960 -1.0 -1.0 0.9
C -1.839 -2.103 -1.970 0.2 0.8 -0.2
C -0.711 -1.826 -2.957 0.0 0.9 -1.2
C 0.504 -1.108 -2.410 1.6 -0.8 -0.2
N 0.134 0.157 -1.778 -0.6 -1.0 -0.3
C 0.868 0.701 -0.798 -1.5 1.4 0.0
O 2.054 0.457 -0.636 0.3 -0.1 0.4
C 0.071 1.790 0.015 0.8 -0.9 0.4
N -1.352 1.494 -0.037 0.5 1.5 -1.0
C 0.658 1.876 1.452 -0.5 0.3 -0.2
C 0.127 3.162 2.143 0.0 -0.2 0.3
C 0.606 3.216 3.582 1.1 0.0 -0.3
N 1.895 3.669 3.704 0.1 0.5 0.1
O 0.017 2.778 4.545 -0.5 0.0 -0.3
C 1.652 -0.975 -3.511 -2.3 0.0 0.8
O 1.591 -1.586 -4.536 0.3 -0.3 -0.4
O 2.610 -0.141 -3.207 0.9 0.5 -0.1
H 1.243 -1.981 1.413 -0.2 -0.2 0.8
H 0.342 -1.368 2.680 0.2 0.0 0.1
H -0.166 -3.723 0.410 0.2 0.5 -0.4
H -1.189 -4.061 -1.435 -0.2 -0.2 -0.3
H -2.507 -3.404 -0.415 0.5 0.1 -0.4
H -2.097 -1.203 -1.401 -0.2 0.0 -0.3
H -2.718 -2.411 -2.531 -0.2 0.1 0.0
H -0.363 -2.739 -3.476 -0.3 0.5 0.3
H -1.041 -1.103 -3.740 -0.4 -0.8 0.2
H 0.968 -1.809 -1.699 0.0 0.6 0.4
H -0.868 0.393 -1.818 0.9 0.1 0.2
H 0.271 2.745 -0.506 -0.1 -0.3 0.2
H -1.548 0.593 0.321 -0.4 -1.0 0.7
H -1.895 2.199 0.443 0.0 -0.1 0.0
H 1.757 1.850 1.380 -0.4 0.2 0.2
H 0.331 1.018 2.066 0.1 0.1 -0.4
H -0.961 3.222 2.246 0.0 -0.4 -0.4
H 0.447 4.032 1.562 0.1 0.0 0.2
H 2.280 4.297 3.014 -0.1 -0.2 0.0
H 2.173 3.853 4.652 0.2 -0.1 0.2
H 2.506 0.194 -2.290 0.1 -0.1 0.2

=====

# 4
43
Properties=species:S:1:pos:R:3:forces:R:3 method="wB97M-V/def2-TZVPD" total_energy_ev=-34335.8088 total_charge=-1 spin_multiplicity=1 e_homo_ev=-4.095 largest_force_ev_per_a=2.8 de_lowest_kcal_mol=44.5 lumo_ha=0.1112
C 1.345 -2.826 1.303 -0.3 1.2 -1.6
C 2.478 -2.342 0.304 0.0 0.3 0.6
C 2.431 -2.981 -1.116 0.4 -1.1 0.7
C 3.413 -1.400 0.724 -0.7 -0.3 -0.2
C 3.038 -0.008 1.359 0.5 -1.6 0.8
C 2.907 1.126 0.251 -0.6 -0.8 0.8
C 1.450 1.081 -0.385 0.3 0.0 0.0
C 1.415 0.299 -1.762 -0.2 -0.5 0.8
C 0.795 2.495 -0.504 -0.6 0.0 -0.8
C -0.764 2.440 -0.797 0.4 0.2 0.3
C -1.546 1.588 0.266 0.3 0.1 1.1
C -2.605 2.503 1.074 -1.2 -2.5 -0.1
O -3.888 2.211 0.480 0.4 -0.2 0.5
Al -3.801 0.345 0.654 1.7 1.9 -1.0
P -5.143 -0.942 -0.759 0.1 -1.2 0.8
N -5.255 -2.458 -0.170 -0.5 0.6 -0.2
O -2.134 0.366 -0.212 -0.9 1.2 0.7
H 1.722 -2.805 2.347 -0.4 0.0 -0.8
H 1.065 -3.865 0.994 0.3 0.8 0.4
H 0.429 -2.192 1.173 0.5 -0.6 0.4
H 1.824 -3.928 -1.092 0.6 0.8 0.0
H 1.925 -2.323 -1.865 0.4 -0.3 0.9
H 3.439 -3.228 -1.532 -0.6 0.3 0.3
H 4.503 -1.640 0.653 -0.8 0.9 -1.4
H 3.829 0.254 2.114 -0.7 0.0 -0.6
H 2.074 -0.153 1.919 0.8 0.5 -0.5
H 3.081 2.087 0.804 -0.1 -0.6 -0.7
H 3.712 0.946 -0.501 -0.6 0.4 0.4
H 0.844 0.464 0.329 0.4 0.7 -0.6
H 0.635 -0.508 -1.698 0.5 0.8 -0.2
H 2.391 -0.237 -1.874 -0.7 0.6 -0.3
H 1.154 0.941 -2.635 0.5 -0.4 0.6
H 1.250 3.048 -1.375 -0.1 -0.5 0.8
H 0.931 3.151 0.389 0.1 -0.8 -0.4
H -0.959 2.128 -1.854 0.1 -0.2 1.0
H -1.116 3.508 -0.733 0.2 -1.0 -0.1
H -0.902 1.210 1.113 0.3 0.9 -0.9
H -2.692 2.008 2.086 0.6 0.8 -0.3
H -2.352 3.579 1.230 -0.2 -0.6 -0.6
H -3.736 -0.002 2.209 -0.2 -0.2 0.0
H -6.424 -0.312 -0.874 0.3 0.0 -0.6
H -4.524 -0.978 -2.050 -0.6 0.4 -0.1
H -6.241 -2.654 0.008 0.3 -0.2 -0.1

=====

# 5
90
Properties=species:S:1:pos:R:3:forces:R:3 method="wB97M-V/def2-TZVPD" total_energy_ev=-69246.4807 total_charge=+1 spin_multiplicity=1 e_homo_ev=-8.583 largest_force_ev_per_a=9.0 de_lowest_kcal_mol=0.0 lumo_ha=-0.1138
C -2.180 -6.054 2.369 1.0 0.4 -0.1
C -1.292 -5.410 3.468 -1.6 -0.9 -0.5
O -0.107 -4.950 2.812 0.2 0.3 0.5
C 0.780 -4.319 3.690 0.5 0.0 -0.2
P 1.496 -2.905 2.696 0.0 -1.0 0.1
P -0.103 -2.414 1.243 -2.3 0.7 -0.2
S -1.786 -2.081 2.131 0.4 0.0 0.5
H -2.108 -7.144 2.401 -0.4 0.2 0.1
H -1.755 -5.752 1.398 -0.2 -0.1 0.2
H -3.203 -5.673 2.384 0.1 -0.3 0.2
H -1.058 -6.154 4.245 0.2 0.3 -0.2
H -1.875 -4.604 3.935 0.6 0.2 -0.1
H 1.641 -4.959 3.936 -0.1 0.2 0.1
H 0.336 -3.965 4.629 0.0 0.2 -0.3
H 2.575 -3.455 1.969 0.1 0.4 0.4
H 1.855 -1.797 3.487 0.1 -0.1 -0.3
H -0.237 -3.474 0.318 0.9 0.1 0.1
H 0.289 -1.258 0.531 0.7 -0.5 0.0
C 5.604 -0.436 4.574 -0.2 -0.2 0.3
C 5.308 -0.624 6.058 0.0 0.1 -0.3
C 5.383 -2.089 6.504 -0.2 0.2 -0.1
C 4.399 -2.895 5.768 0.9 0.4 0.8
N 3.634 -3.517 5.193 -0.9 -0.4 -0.8
H 4.868 -0.953 3.950 0.0 -0.1 0.0
H 5.568 0.612 4.312 0.1 0.0 0.1
H 6.595 -0.813 4.319 0.0 0.1 -0.1
H 4.314 -0.224 6.276 0.0 -0.1 0.1
H 6.022 -0.042 6.641 0.0 -0.1 0.1
H 5.177 -2.173 7.571 0.0 -0.1 0.0
H 6.378 -2.497 6.320 0.0 -0.1 0.0
C 5.389 1.049 -0.436 0.0 -0.1 0.0
C 4.337 1.664 0.477 0.0 -0.2 -0.3
C 4.898 2.770 1.376 0.0 -0.3 0.1
C 5.954 2.234 2.250 -0.7 0.8 -0.7
N 6.774 1.817 2.925 0.8 -0.2 0.4
H 6.183 0.562 0.134 0.0 0.1 0.0
H 4.938 0.290 -1.077 0.0 0.1 -0.1
H 5.841 1.806 -1.077 0.0 0.0 0.0
H 3.897 0.874 1.094 0.0 0.1 0.1
H 3.534 2.079 -0.135 0.0 0.1 0.1
H 4.106 3.188 2.000 0.1 0.1 0.1
H 5.315 3.578 0.773 0.0 0.0 0.0
C -6.578 -1.594 -1.459 0.0 -0.1 -0.1
C -5.945 -2.414 -0.343 -0.3 0.1 0.2
C -4.580 -1.858 0.100 -0.5 -0.4 -1.0
C -3.606 -1.859 -1.006 3.2 1.0 -0.9
N -2.813 -1.894 -1.923 0.1 3.9 8.2
H -5.962 -1.605 -2.361 0.1 0.1 0.1
H -7.554 -2.002 -1.727 0.0 0.1 0.0
H -6.719 -0.556 -1.151 0.0 0.0 0.0
H -5.829 -3.449 -0.679 0.1 0.0 0.1
H -6.626 -2.431 0.517 0.1 0.0 0.0
H -4.174 -2.469 0.908 0.1 0.1 0.0
H -4.689 -0.834 0.471 0.0 -0.1 0.0
C -3.216 -4.560 -6.403 0.0 0.0 0.0
C -3.742 -5.500 -5.324 0.2 0.0 -0.3
C -4.695 -4.810 -4.342 0.3 -0.1 0.2
C -4.005 -3.710 -3.648 -0.9 -1.1 -0.3
N -3.462 -2.866 -3.094 -2.1 -3.5 -6.3
H -2.628 -3.747 -5.976 -0.1 0.0 0.0
H -2.568 -5.100 -7.094 0.0 0.0 0.0
H -4.036 -4.125 -6.978 0.0 0.0 0.0
H -2.896 -5.925 -4.779 -0.1 0.0 0.1
H -4.267 -6.331 -5.798 -0.1 0.0 0.1
H -5.055 -5.525 -3.599 -0.1 0.1 0.0
H -5.560 -4.404 -4.867 0.0 0.1 0.0
C 1.162 5.456 -1.603 0.1 -0.3 0.0
C 2.354 5.823 -0.728 -0.3 0.0 -0.1
C 3.674 5.877 -1.506 -0.1 -0.3 0.1
C 3.973 4.563 -2.098 0.0 1.2 0.4
N 4.202 3.542 -2.555 0.2 -0.9 -0.3
H 1.271 4.457 -2.032 0.1 0.0 -0.1
H 0.251 5.460 -1.016 0.0 0.1 0.0
H 1.042 6.171 -2.420 0.0 0.0 0.0
H 2.436 5.096 0.085 0.1 0.0 0.0
H 2.173 6.797 -0.271 0.1 0.0 0.0
H 4.493 6.156 -0.841 0.1 0.0 -0.1
H 3.620 6.619 -2.303 0.0 0.0 0.0
C -2.815 6.192 -4.095 0.0 0.0 0.0
C -3.859 6.821 -3.178 0.1 -0.2 -0.2
C -3.279 7.918 -2.279 0.0 -0.3 0.1
C -2.229 7.364 -1.410 -0.8 0.7 -0.6
N -1.412 6.932 -0.741 0.5 -0.3 0.7
H -2.028 5.695 -3.526 0.0 0.1 0.0
H -3.276 5.440 -4.736 0.0 0.0 0.0
H -2.352 6.945 -4.736 0.0 0.0 0.0
H -4.308 6.040 -2.562 0.0 0.1 0.1
H -4.657 7.249 -3.787 0.0 0.1 0.1
H -4.062 8.346 -1.653 0.1 0.0 0.1
H -2.851 8.720 -2.881 0.0 0.0 0.0

=====

Please write out number 4 again, unchanged.
43
Properties=species:S:1:pos:R:3:forces:R:3 method="wB97M-V/def2-TZVPD" total_energy_ev=-34335.8088 total_charge=-1 spin_multiplicity=1 e_homo_ev=-4.095 largest_force_ev_per_a=2.8 de_lowest_kcal_mol=44.5 lumo_ha=0.1112
C 1.345 -2.826 1.303 -0.3 1.2 -1.6
C 2.478 -2.342 0.304 0.0 0.3 0.6
C 2.431 -2.981 -1.116 0.4 -1.1 0.7
C 3.413 -1.400 0.724 -0.7 -0.3 -0.2
C 3.038 -0.008 1.359 0.5 -1.6 0.8
C 2.907 1.126 0.251 -0.6 -0.8 0.8
C 1.450 1.081 -0.385 0.3 0.0 0.0
C 1.415 0.299 -1.762 -0.2 -0.5 0.8
C 0.795 2.495 -0.504 -0.6 0.0 -0.8
C -0.764 2.440 -0.797 0.4 0.2 0.3
C -1.546 1.588 0.266 0.3 0.1 1.1
C -2.605 2.503 1.074 -1.2 -2.5 -0.1
O -3.888 2.211 0.480 0.4 -0.2 0.5
Al -3.801 0.345 0.654 1.7 1.9 -1.0
P -5.143 -0.942 -0.759 0.1 -1.2 0.8
N -5.255 -2.458 -0.170 -0.5 0.6 -0.2
O -2.134 0.366 -0.212 -0.9 1.2 0.7
H 1.722 -2.805 2.347 -0.4 0.0 -0.8
H 1.065 -3.865 0.994 0.3 0.8 0.4
H 0.429 -2.192 1.173 0.5 -0.6 0.4
H 1.824 -3.928 -1.092 0.6 0.8 0.0
H 1.925 -2.323 -1.865 0.4 -0.3 0.9
H 3.439 -3.228 -1.532 -0.6 0.3 0.3
H 4.503 -1.640 0.653 -0.8 0.9 -1.4
H 3.829 0.254 2.114 -0.7 0.0 -0.6
H 2.074 -0.153 1.919 0.8 0.5 -0.5
H 3.081 2.087 0.804 -0.1 -0.6 -0.7
H 3.712 0.946 -0.501 -0.6 0.4 0.4
H 0.844 0.464 0.329 0.4 0.7 -0.6
H 0.635 -0.508 -1.698 0.5 0.8 -0.2
H 2.391 -0.237 -1.874 -0.7 0.6 -0.3
H 1.154 0.941 -2.635 0.5 -0.4 0.6
H 1.250 3.048 -1.375 -0.1 -0.5 0.8
H 0.931 3.151 0.389 0.1 -0.8 -0.4
H -0.959 2.128 -1.854 0.1 -0.2 1.0
H -1.116 3.508 -0.733 0.2 -1.0 -0.1
H -0.902 1.210 1.113 0.3 0.9 -0.9
H -2.692 2.008 2.086 0.6 0.8 -0.3
H -2.352 3.579 1.230 -0.2 -0.6 -0.6
H -3.736 -0.002 2.209 -0.2 -0.2 0.0
H -6.424 -0.312 -0.874 0.3 0.0 -0.6
H -4.524 -0.978 -2.050 -0.6 0.4 -0.1
H -6.241 -2.654 0.008 0.3 -0.2 -0.1